1.
This record from the Open Molecules 2025 dataset describes a molecular structure, C23H33BN6OPtS2Te. The level of theory is the ωB97M-V functional and the def2-TZVPD basis.

```
68
C23H33BN6OPtS2Te the ωB97M-V functional and the def2-TZVPD basis
Pt -0.53382 0.57332 -0.05675
C -1.50992 -0.41415 3.31258
C -0.15829 -0.38915 2.74899
C 0.96673 -1.00557 3.40586
C 2.12161 -0.37807 2.95264
C 3.55675 -0.42459 3.34942
N 1.75470 0.47306 1.88951
N 0.27073 0.49112 1.79104
B 2.43887 1.31062 0.77736
N 1.49828 2.54034 0.44083
N 0.36849 2.38551 -0.35990
C 0.10203 3.55301 -0.98311
C -0.76801 3.61062 -2.16896
C 1.00876 4.53475 -0.47026
C 1.76709 3.85094 0.48134
C 2.77838 4.49133 1.44150
N 2.58579 0.37289 -0.51589
N 1.31382 -0.33386 -0.85950
C 1.30473 -0.44810 -2.20990
C 0.12261 -0.62757 -3.08461
C 2.54342 -0.08195 -2.71231
C 3.30577 0.43716 -1.61968
C 4.62948 1.21855 -1.76055
H -1.81858 0.65672 3.60360
H -2.37632 -0.67967 2.70189
H -1.53893 -0.98420 4.25550
H 0.97766 -1.67192 4.22623
H 3.72916 0.40622 4.06642
H 3.92207 -1.28392 3.93074
H 4.18997 -0.20085 2.46749
H 3.55793 1.69119 1.07837
H -0.76317 4.63640 -2.58750
H -0.49209 2.83494 -2.85184
H -1.80657 3.48121 -1.94040
H 0.85417 5.58255 -0.53559
H 3.79556 4.04940 1.36739
H 2.82591 5.57523 1.33244
H 2.46845 4.16262 2.40887
H 0.13461 -1.69495 -3.37918
H -0.79188 -0.41063 -2.51125
H 0.09401 0.02629 -3.96010
H 2.96948 -0.05668 -3.73434
H 4.72235 1.60306 -2.77742
H 4.70802 2.06928 -1.09402
H 5.47331 0.57253 -1.47577
Te -2.84268 1.36210 -0.54093
C -3.77887 0.44687 -2.15467
C -4.88545 -0.30364 -1.88685
C -5.27466 -1.06893 -3.07284
C -4.66584 -0.64430 -4.17849
S -3.30664 0.38904 -3.84571
H -5.32692 -0.29486 -0.89307
H -6.06781 -1.82455 -3.10960
H -4.86272 -1.05091 -5.13925
O -1.31048 -1.24230 0.46458
S -1.07219 -2.65513 -0.13459
C -0.35491 -3.65365 1.24855
C -1.51038 -4.47172 1.95754
C -2.80643 -4.52141 1.17560
C -2.76014 -3.41721 0.08390
H 0.23438 -3.08462 1.88771
H 0.30642 -4.37009 0.73389
H -1.62192 -3.93043 2.93764
H -1.11475 -5.52423 2.13590
H -3.64572 -4.38382 1.87369
H -3.04521 -5.49895 0.68195
H -3.50238 -2.57425 0.28174
H -3.08774 -3.78802 -0.88786
```

Its multiplicity is 3. The HOMO energy (spin up / spin down) comes out at -0.17822 / -0.23102 Eh. The HOMO-LUMO gap (spin up / spin down) is 5.1 / 5.9 eV. The total energy is -2508.4199 Ha. Its expectation value of S² is 2.016. The value obtained for the molar mass is 807.2 Da.

Atomic partial charges in e from the natural (NBO) method, atoms 1 to 4: number 1, Pt, carries 0.96; number 2, C, carries -0.67; number 3, C, carries 0.23; number 4, C, carries -0.39


2.
This record from the Open Molecules 2025 dataset describes 3 unconnected molecules or ions with the total composition C23H33Br4N2O2P. The level of theory is the ωB97M-V functional and the def2-TZVPD basis.

```
65
C23H33Br4N2O2P the ωB97M-V functional and the def2-TZVPD basis
C -2.03476 -2.01813 0.14843
C -2.52591 -0.87220 0.81847
C -1.81068 0.54022 0.83491
C -2.87815 1.56083 0.18745
C -2.52894 1.93775 -1.29265
C -2.59230 0.72965 -2.31732
C -1.20812 0.47990 -3.09221
N -0.95128 -0.98385 -3.03228
C -1.69606 -2.01670 -3.63238
C -1.10711 -3.31127 -3.25654
C 0.08239 -3.05407 -2.41438
C 0.10344 -1.54893 -2.34461
O -0.56652 0.53574 0.10212
C 0.28361 1.56931 0.44415
O -0.02820 2.73050 0.51337
C 1.76700 1.22756 0.70296
C 2.75671 2.23263 1.07280
C 4.11895 1.83556 1.30112
N 4.72068 0.61169 1.19657
C 3.76406 -0.28240 0.80980
C 2.35699 -0.10293 0.57286
P -1.52703 0.91095 2.69176
C -3.10327 0.47778 3.66385
C -0.33244 -0.47664 3.20567
H -1.48002 -2.85547 0.63957
H -2.25838 -2.14393 -0.94675
H -3.48231 -0.96296 1.40763
H -2.84351 2.48194 0.82884
H -3.89661 1.11470 0.29327
H -3.30360 2.69028 -1.61730
H -1.54124 2.44046 -1.42603
H -3.33059 1.01201 -3.12352
H -2.96762 -0.20910 -1.84575
H -1.24297 0.84400 -4.14680
H -0.39317 0.93926 -2.48131
H -2.58483 -1.81098 -4.26118
H -1.49633 -4.31396 -3.54239
H 0.78941 -3.75499 -1.92406
H 0.80042 -0.88066 -1.80073
H 2.45655 3.29826 1.17842
H 4.81666 2.65725 1.61704
H 4.15327 -1.32501 0.65596
H 1.71950 -0.97127 0.29050
H -3.08383 -0.64502 3.76620
H -3.97635 0.79824 3.04622
H -3.04726 0.94692 4.67116
H 0.46494 -0.50723 2.42190
H 0.06426 -0.33537 4.23605
H -0.90668 -1.44250 3.08775
Br 1.61961 -2.32010 -4.72137
C 3.42319 -2.99420 -5.02153
C 3.41868 -4.17719 -5.95494
Br 2.81938 -5.79368 -5.04671
H 3.84321 -3.22080 -4.04382
H 3.97017 -2.16097 -5.46274
H 4.42914 -4.40153 -6.29654
H 2.77076 -4.03939 -6.81735
Br 2.52657 3.32874 6.85531
C 1.34687 3.79038 5.37571
C -0.09719 3.79608 5.80549
Br -0.79343 1.98541 5.97009
H 1.55200 3.08385 4.57391
H 1.65752 4.78751 5.06487
H -0.72013 4.27201 5.04817
H -0.25912 4.28605 6.76288
```

The HOMO energy comes out at -0.25407 Eh. As for the SMILES: C=C[C@](CCCCn1cccc1)(OC(=O)c1ccncc1)P(C)C.BrCCBr.BrCCBr. The HOMO-LUMO gap is 6.3 eV. The total energy is -11793.3350 Ha. The value obtained for the molar mass is 720.1 Da.

Atomic partial charges in e from the natural (NBO) method, atoms 1 to 4: number 1, C, carries -0.46; number 2, C, carries -0.22; number 3, C, carries -0.02; number 4, C, carries -0.43


3.
This record from the Open Molecules 2025 dataset describes a molecular structure, C23H33Cl2N2O6RuSi3. The level of theory is the ωB97M-V functional and the def2-TZVPD basis.

```
70
C23H33Cl2N2O6RuSi3 the ωB97M-V functional and the def2-TZVPD basis
Ru -0.27959 -0.45507 -0.41517
O -1.44563 5.72283 -1.35571
C -1.12072 4.42851 -1.03625
C 0.05094 3.84038 -1.48630
C 0.28118 2.52246 -1.14638
N -0.56550 1.81806 -0.40277
C -1.65248 2.41114 0.09732
C -1.97742 3.72169 -0.21232
C -2.45670 1.60493 1.13019
O -3.44345 2.17071 1.62422
O -1.94873 0.48652 1.38155
C 1.55646 1.80295 -1.54255
O 2.50662 2.48396 -1.94734
O 1.51127 0.55570 -1.36054
H -0.75756 6.05964 -1.93587
H 0.79508 4.36423 -2.07418
H -2.87279 4.15263 0.21171
C 0.92133 1.16715 2.27080
O 0.96810 0.05186 1.41070
Si 2.28210 -0.91833 0.99843
C 2.91143 -1.69711 2.60015
C 3.77167 0.10288 0.52329
C 1.44122 -2.02788 -0.17185
Si 2.25407 -2.45977 -1.79684
C 3.40492 -3.95988 -1.53810
C 1.10645 -2.95762 -3.19283
C 3.41340 -1.19803 -2.59260
Si 0.56164 -3.44441 0.57180
C -0.68473 -2.45582 2.95622
C 1.57197 -4.61468 1.67487
C -0.21002 -4.59810 -0.68672
H 1.39883 0.92351 3.22680
H -0.12345 1.41292 2.44383
H 1.43473 2.02493 1.82339
H 3.48012 -0.95035 3.16533
H 3.58946 -2.52554 2.37430
H 2.12322 -2.07856 3.24521
H 4.15579 0.57726 1.43382
H 3.58374 0.86372 -0.23070
H 4.56087 -0.55738 0.15018
H 2.88360 -4.82643 -1.12757
H 4.21432 -3.70236 -0.84426
H 3.86568 -4.26159 -2.48606
H 0.76404 -3.98900 -3.11177
H 1.66761 -2.85800 -4.12905
H 0.23641 -2.30179 -3.25118
H 3.69643 -0.35036 -1.97834
H 2.90944 -0.77723 -3.46608
H 4.31618 -1.72331 -2.92709
H 0.27810 -2.72609 3.38896
H -1.45778 -2.86676 3.61543
H -0.78144 -1.36568 2.94910
H 2.00576 -4.14407 2.55571
H 2.39760 -5.05603 1.10763
H 0.91264 -5.41931 2.01437
H -0.86091 -4.08622 -1.39488
H -0.81472 -5.30432 -0.10676
H 0.53992 -5.16137 -1.24447
Cl -3.20106 -4.56555 2.41141
C -3.14769 -3.30769 1.17277
C -4.31900 -3.03369 0.49964
C -4.26719 -2.08917 -0.50838
C -3.07835 -1.44661 -0.82219
C -1.87449 -1.69420 -0.13741
Cl -1.00490 -0.15643 -2.62778
C -1.94367 -2.65542 0.89683
N -0.78594 -3.02300 1.62025
H -5.23182 -3.55447 0.75876
H -5.17052 -1.83510 -1.05368
H -3.09564 -0.70421 -1.60053
```

Its net charge is -2. Its multiplicity is 2. For the energy above the lowest of the compared OMol25 structures with the same formula, charge and spin, the calculation gives 24.7 kcal per mole. The HOMO energy (spin up / spin down) comes out at -0.07710 / -0.07162 Eh. The HOMO-LUMO gap (spin up / spin down) is 6.4 / 6.3 eV. The total energy is -3341.2142 Ha. Its expectation value of S² is 0.761. The value obtained for the molar mass is 689.8 Da.

Atomic partial charges in e from the natural (NBO) method, atoms 1 to 4: number 1, Ru, carries 0.90; number 2, O, carries -0.68; number 3, C, carries 0.33; number 4, C, carries -0.32